## P
14
Properties=species:S:1:pos:R:3:mulliken_charge:R:1 method="wB97M-V/def2-TZVPD" charge=0 e_homo_ev="-8.226 / -9.005" homo_lumo_gap_ev="8.3 / 7.3"
C 1.13097 2.11989 -0.01295 -1.0879
C 0.94364 -3.57968 0.61828 -0.7983
Si -0.61471 1.98520 -0.60629 0.3276
Si -1.55822 0.22932 0.63147 0.3569
Cl -3.62555 0.24104 0.91758 -0.2479
Cl -1.44493 -1.35077 -0.73278 -0.2347
H 1.76033 1.32444 0.34470 0.4020
H 1.69468 2.58154 -0.76818 0.3271
H 1.08099 2.69735 0.87777 0.3456
H -0.07869 -3.33416 0.59454 0.1913
H 1.17541 -4.49555 1.07590 0.3226
H 1.42657 -3.16916 -0.20660 0.2904
H -1.28371 3.34081 -0.77328 -0.0882
H -0.60679 1.40973 -1.96016 -0.1065


## Q
14
Properties=species:S:1:pos:R:3:mulliken_charge:R:1 method="wB97M-V/def2-TZVPD" charge=0 e_homo_ev="-9.098 / -7.799" homo_lumo_gap_ev="7.7 / 7.7"
C -1.53270 0.18902 -0.72090 -0.9422
C 1.81122 2.38491 -0.68694 -0.8584
Si -1.47372 -1.28816 0.59899 0.3750
Si 0.84742 -1.37005 0.90469 0.3391
Cl 1.35020 -1.95934 2.75068 -0.2213
Cl 1.80426 -2.87963 -0.15577 -0.2598
H -1.17677 0.95848 -0.17466 0.3047
H -0.73859 -0.10550 -1.47921 0.2583
H -2.55764 0.23648 -1.03552 0.3367
H 2.06443 1.37493 -0.66721 0.3053
H 1.25160 2.87283 -1.51239 0.2850
H 2.34672 3.04528 0.02242 0.2735
H -2.16416 -0.84629 1.89334 -0.0729
H -1.83228 -2.61297 0.26249 -0.1228


## R
14
Properties=species:S:1:pos:R:3:mulliken_charge:R:1 method="wB97M-V/def2-TZVPD" charge=0 e_homo_ev=-9.832 homo_lumo_gap_ev=10.5 smiles=CC[Si]([SiH3])(Cl)Cl
C -1.29912 -1.90023 0.29895 -1.1682
C -0.93828 -0.61265 -0.42335 -0.3829
Si 1.07626 2.38238 0.05259 0.2678
Si 0.86427 0.06092 -0.15567 0.5314
Cl 2.16949 -0.66897 -1.63552 -0.2910
Cl 1.81400 -0.72022 1.52602 -0.2901
H -0.81689 -2.72133 -0.06769 0.3703
H -1.10678 -1.90260 1.47418 0.2644
H -2.37381 -2.03436 0.16765 0.3383
H -1.35114 0.27227 0.17044 0.2283
H -1.19790 -0.68904 -1.45021 0.3600
H 0.20443 2.49950 -1.23671 -0.0702
H 2.45710 3.01621 0.01133 -0.0792
H 0.49836 3.01810 1.26800 -0.0789


Most stable structure, least stable structure: R, Q.


## P
9
Properties=species:S:1:pos:R:3:mulliken_charge:R:1 method="wB97M-V/def2-TZVPD" charge=0 e_homo_ev=-8.580 homo_lumo_gap_ev=7.6
C 0.05983 0.05162 -0.64110 -1.1769
C 0.66822 0.71032 0.52256 0.2603
P -1.93409 -0.32320 -0.03786 0.2546
S -2.29174 -2.10355 -0.49420 -0.2244
Cl -0.06541 -0.09842 1.95312 -0.1434
Cl 2.45971 0.43619 0.47924 -0.1807
H 0.04077 0.48257 -1.56018 0.5414
H 0.41195 -0.96978 -0.71132 0.3495
H 0.65075 1.81426 0.48975 0.3195


## Q
9
Properties=species:S:1:pos:R:3:mulliken_charge:R:1 method="wB97M-V/def2-TZVPD" charge=0 e_homo_ev=-9.260 homo_lumo_gap_ev=8.1
C -0.31412 1.31334 0.47853 -0.3491
C -0.82169 0.19229 1.00221 -0.1503
P 1.18546 -1.94319 -1.00150 0.3181
S -0.46019 -1.79003 -2.06902 -0.2361
Cl 2.26050 -0.19916 -1.07204 -0.1839
Cl 0.06887 -1.18603 1.43139 -0.1200
H -0.71791 2.19279 -0.04718 0.2600
H 0.69208 1.29043 0.18945 0.1344
H -1.89299 0.12956 1.08817 0.3269


Most stable structure, least stable structure: Q, P.


## P
6
Properties=species:S:1:pos:R:3:mulliken_charge:R:1 method="wB97M-V/def2-TZVPD" charge=-1 e_homo_ev="-2.720 / -2.642" homo_lumo_gap_ev="7.1 / 7.0"
C -0.03238 0.17570 -0.64799 0.3675
N 0.33452 0.15016 0.64228 -0.4143
O -1.89186 -0.79784 -0.53118 -0.9438
O 0.55606 0.60574 -1.61120 -0.5132
H -0.27265 -0.41162 1.21756 0.2823
H 1.30631 0.27785 0.93053 0.2216


## Q
6
Properties=species:S:1:pos:R:3:mulliken_charge:R:1 method="wB97M-V/def2-TZVPD" charge=-1 e_homo_ev=-3.705 homo_lumo_gap_ev=8.5 smiles="NC(=O)[O-]"
C -1.75428 0.03055 -0.02596 0.5267
N -0.26269 -0.02160 -0.04587 -0.5041
O -2.21789 -1.08604 0.00667 -0.7083
O -2.27688 1.10008 0.00989 -0.6801
H 0.22968 -0.85492 0.23614 0.1984
H 0.29731 0.66818 0.49981 0.1674


Most stable structure, least stable structure: Q, P.


## P
5
Properties=species:S:1:pos:R:3:mulliken_charge:R:1 method="wB97M-V/def2-TZVPD" charge=+2 multiplicity=2 e_homo_ev="-35.455 / -34.833" homo_lumo_gap_ev="21.1 / 9.4"
N 0.08142 -0.01042 -0.02558 -0.2573
H -0.62546 -0.69768 -0.52077 0.5609
H -0.68057 0.80718 0.43881 0.6744
H 0.46621 -0.50893 0.82802 0.5192
H 0.75841 0.40984 -0.72048 0.5029


## Q
5
Properties=species:S:1:pos:R:3:mulliken_charge:R:1 method="wB97M-V/def2-TZVPD" charge=+2 multiplicity=2 e_homo_ev="-35.117 / -34.995" homo_lumo_gap_ev="21.3 / 10.4"
N 0.01673 -0.03984 0.09954 -0.2851
H -0.49096 0.64852 -0.74676 0.6535
H -0.59046 -0.88219 0.35305 0.5130
H 0.84753 -0.34181 -0.63639 0.6002
H 0.21716 0.61531 0.93056 0.5183


Most stable structure, least stable structure: Q, P.


## P
41
Properties=species:S:1:pos:R:3:mulliken_charge:R:1 method="wB97M-V/def2-TZVPD" charge=0 multiplicity=2 e_homo_ev="-7.633 / -7.389" homo_lumo_gap_ev="5.9 / 5.6"
Re 0.76567 -1.59388 -0.43217 1.2171
Se -0.41432 -3.78053 0.07671 0.1324
Se -0.52484 -4.17486 2.29787 -0.5030
Te 4.33199 -1.57482 1.31329 -0.3416
Se 2.84927 -2.74210 -0.24813 -0.1802
N -1.42394 -1.19822 3.35202 0.1813
C -0.36866 -0.21172 3.70243 -0.7248
P 0.33954 0.34248 2.10431 1.1503
O -0.58144 1.24366 1.39409 -0.8197
O 0.77266 -1.01971 1.53366 -0.5261
C 1.85521 1.27350 2.57023 -0.6826
N 2.65740 1.60456 1.36157 0.0809
H -2.01137 -0.95338 2.51002 0.3567
H -2.05433 -1.38378 4.12802 0.4209
H -0.99478 -2.12470 3.06378 -0.2397
H 0.37688 -0.71850 4.31502 0.4101
H -0.80294 0.62309 4.24905 0.3518
H 2.48739 0.69766 3.24661 0.3612
H 1.53991 2.20212 3.04417 0.3486
H 3.08432 0.72527 1.00440 -0.0661
H 2.11396 2.02752 0.55654 0.1725
H 3.42232 2.23279 1.59879 0.4119
Br 0.72214 -1.67295 -2.98194 -0.1450
C -0.06691 0.05990 -3.30947 0.2977
C -0.95925 0.06281 -4.36348 -0.6829
C -1.60854 1.24035 -4.70307 -0.4996
C -1.35362 2.39782 -3.98882 -0.6664
C -0.45161 2.37391 -2.93916 -0.5806
C 0.21178 1.20744 -2.56726 0.5275
C 1.14084 1.32873 -1.38899 1.0902
O 1.51520 2.44337 -1.01659 -0.8860
O 1.54017 0.27372 -0.77543 -0.6164
H -1.16404 -0.85166 -4.90224 0.4159
H -2.32036 1.23898 -5.51737 0.3888
H -1.86169 3.31848 -4.24112 0.3989
H -0.23968 3.26512 -2.36591 0.4640
O -2.99200 -1.28591 1.20963 -0.7808
Se -2.57840 -1.57326 -0.32428 1.0822
O -3.67538 -1.27290 -1.43255 -0.6151
O -1.13587 -0.80682 -0.66835 -0.2606
O -2.14268 -3.24357 -0.46584 -0.4437


## Q
41
Properties=species:S:1:pos:R:3:mulliken_charge:R:1 method="wB97M-V/def2-TZVPD" charge=0 multiplicity=2 e_homo_ev="-7.764 / -8.048" homo_lumo_gap_ev="5.7 / 6.5"
Re 0.55896 0.16752 -0.22455 1.6189
Se -0.92425 -1.58677 -0.72984 0.2034
Se -2.91686 -1.15612 0.35410 -0.3491
Te -3.37734 1.07996 -0.79641 -0.1123
Se -0.97366 1.94504 -0.45365 -0.3296
N 2.18851 -0.62395 3.76764 -0.6492
C 1.39817 0.58364 4.01003 -0.4091
P -0.29634 0.26970 3.33675 0.6016
O -1.13689 -0.62833 4.15003 -0.8099
O -0.17055 -0.18204 1.88902 -0.5648
C -1.25814 1.89798 3.30674 -0.7713
N -2.59930 1.38282 2.96888 -0.1153
H 2.32716 -1.16294 4.61716 0.2630
H 3.35946 -0.09629 2.56836 0.4351
H 1.68013 -1.22791 3.11851 0.2650
H 1.85621 1.43115 3.48705 0.2333
H 1.34846 0.82323 5.07268 0.4417
H -0.91662 2.62826 2.57583 0.3244
H -1.27138 2.33219 4.30575 0.4368
H -3.37731 1.98070 3.26107 0.3582
H -2.63487 0.43695 3.42671 0.4136
H -2.67972 1.21311 1.95128 -0.0779
Br 1.50427 -2.67931 -2.57574 -0.0484
C 0.14840 -1.80619 -3.62744 -0.2765
C -0.84271 -2.58395 -4.20846 -0.4040
C -1.81404 -1.96991 -4.97822 -0.5882
C -1.81186 -0.59325 -5.14072 -0.5931
C -0.82424 0.17885 -4.55119 -0.5141
C 0.16385 -0.42626 -3.78365 1.1614
C 1.34058 0.39329 -3.27197 -0.0638
O 2.09745 0.87531 -4.07618 -0.5663
O 1.46274 0.49055 -1.98910 -0.3292
H -0.81995 -3.65547 -4.07638 0.4481
H -2.56973 -2.57575 -5.45476 0.3924
H -2.55134 -0.11437 -5.76449 0.4088
H -0.78935 1.24948 -4.69373 0.4802
O 1.93658 1.51390 0.57447 -0.5652
Se 3.03432 0.35447 0.33298 1.3122
O 3.88716 0.24783 1.80753 -0.5806
O 2.16211 -0.99761 0.26049 -0.5103
O 4.10189 0.59049 -0.74658 -0.5699


Most stable structure, least stable structure: P, Q.


## P
18
Properties=species:S:1:pos:R:3:mulliken_charge:R:1 method="wB97M-V/def2-TZVPD" charge=+1 multiplicity=2 e_homo_ev="-12.839 / -12.523" homo_lumo_gap_ev="9.3 / 4.0"
C 1.10792 1.52510 0.66195 -0.5570
O 1.98290 1.86124 -0.34040 -0.4408
C -0.16777 0.66117 0.19766 0.1156
C 0.15620 -0.60676 -0.43406 -0.6363
C -0.93338 -1.41678 -1.11692 -0.9270
S -0.44841 -3.07291 -1.74846 -0.0674
N -0.96224 0.34085 1.40773 -0.2049
H 1.63347 0.74536 1.35999 0.2893
H 0.75550 2.47860 1.27838 0.3617
H 1.90870 2.83924 -0.48227 0.3718
H -0.82386 1.28092 -0.59845 0.4178
H 0.88834 -0.39332 -1.21870 0.3079
H 0.80677 -1.12891 0.32733 0.4458
H -1.39592 -0.77126 -1.93857 0.3286
H -1.75919 -1.72962 -0.47020 0.3732
H -0.35994 -3.39327 -0.52218 0.1238
H -0.48743 -0.16413 2.12877 0.3182
H -1.90168 0.94449 1.50842 0.3796


## Q
18
Properties=species:S:1:pos:R:3:mulliken_charge:R:1 method="wB97M-V/def2-TZVPD" charge=+1 multiplicity=2 e_homo_ev="-13.309 / -12.961" homo_lumo_gap_ev="10.2 / 4.5"
C 0.88135 -0.36034 -0.58121 -0.7167
N 0.46823 -1.21335 0.51088 -0.0515
C 0.75326 -0.73653 1.84628 -0.2169
O 2.06769 -1.20455 2.20627 -0.4699
C -0.15237 0.83222 -0.70172 -0.4436
C -1.34075 0.57814 -1.64223 -0.6787
S -2.95880 0.79848 -0.77396 -0.1596
H 0.95590 -0.84825 -1.53294 0.4821
H 1.76748 0.12103 -0.15657 0.3408
H -0.43357 -1.65128 0.30800 0.3158
H 0.87479 0.35251 1.77860 0.2472
H 0.17165 -0.98067 2.73341 0.3901
H 2.57992 -1.52608 1.46173 0.3333
H -0.48461 1.10771 0.31323 0.3658
H 0.40602 1.70331 -1.04370 0.3757
H -1.37844 1.38214 -2.37506 0.3450
H -1.33416 -0.45332 -1.98769 0.3735
H -2.84359 2.09884 -0.36334 0.1674


Most stable structure, least stable structure: Q, P.


## P
10
Properties=species:S:1:pos:R:3:mulliken_charge:R:1 method="wB97M-V/def2-TZVPD" charge=0 e_homo_ev=-9.156 homo_lumo_gap_ev=9.7 smiles=SCCS
C 0.45152 -0.43585 0.09570 -0.6143
C -0.53826 0.63241 -0.13697 -0.4426
H 2.26670 0.18533 1.18468 0.1527
H 0.65961 -0.79047 1.16087 0.3043
H 0.15279 -1.11291 -0.64705 0.2756
H -0.34876 1.15621 -1.00883 0.3929
H -0.59290 1.37800 0.69243 0.2598
H -2.05123 -1.09980 -0.95663 0.1060
S 2.14857 0.07902 -0.27800 -0.2016
S -2.14803 0.00806 -0.10621 -0.2327


## Q
10
Properties=species:S:1:pos:R:3:mulliken_charge:R:1 method="wB97M-V/def2-TZVPD" charge=0 e_homo_ev=-8.319 homo_lumo_gap_ev=8.7 smiles=CCSS
C -1.05051 -1.13335 0.19404 -1.0532
C -0.38189 0.23824 -0.04074 -0.3305
S 1.29997 -0.01267 -0.46882 -0.0868
S 2.09347 1.84189 0.22566 -0.2175
H -1.55568 -1.42885 -0.72814 0.2838
H -0.30344 -1.87936 0.46252 0.3093
H -1.85867 -1.15601 0.92579 0.3057
H -0.96514 0.71021 -0.83243 0.3055
H -0.43599 0.85252 0.85660 0.3350
H 3.15787 1.96738 -0.59447 0.1488


## R
10
Properties=species:S:1:pos:R:3:mulliken_charge:R:1 method="wB97M-V/def2-TZVPD" charge=0 e_homo_ev=-8.318 homo_lumo_gap_ev=8.6 smiles=CSSC
C 1.65713 -0.96953 0.07501 -0.7476
S -0.10781 -1.24013 0.73654 -0.1022
S -1.91821 -0.61655 -0.12164 -0.0599
C -1.44343 1.15852 -0.18210 -0.7475
H 1.99194 0.08145 0.18473 0.2682
H 1.78688 -1.35533 -0.92910 0.2824
H 2.24820 -1.54970 0.79218 0.2772
H -2.19941 1.58328 -0.87626 0.2640
H -0.42898 1.39930 -0.53301 0.2720
H -1.58632 1.50871 0.85363 0.2935


Most stable structure, least stable structure: Q, P.